1.
Density functional theory data (ωB97M-V/def2-TZVPD) for 11 unconnected molecules or ions with the total composition H23O11 at a distorted geometry.

Its HOMO-LUMO gap is 10.10 eV. Its charge is +1. Its energy above the lowest of the compared OMol25 structures with the same formula, charge and spin is 416.9 kJ/mol.

Cartesian coordinates (Å):
O1 1.92 0.70 1.77
H1 -4.25 1.10 2.26
H2 -0.85 0.09 2.60
O2 -0.28 3.68 -0.15
H3 1.77 -0.14 1.18
H4 -2.93 1.78 1.49
O3 -0.86 0.74 0.21
H5 2.61 -4.41 -0.72
H6 1.54 1.81 -3.43
O4 1.76 -1.29 0.23
H7 2.65 -1.10 -0.14
H8 -2.41 -1.79 -2.62
O5 -0.51 0.97 2.56
H9 1.00 0.40 -3.71
H10 -0.99 1.73 2.23
O6 1.94 -0.95 3.80
H11 1.70 -0.45 4.61
H12 2.30 0.35 2.64
O7 -3.33 1.07 1.99
H13 -1.43 0.66 -0.57
O8 -3.18 -1.61 -2.07
H14 -0.19 3.87 0.78
H15 -1.01 4.22 -0.42
O9 -1.73 -0.44 -3.72
H16 -3.05 -1.98 -1.19
H17 -1.24 0.35 -3.98
O10 2.92 -3.57 -1.04
H18 -1.91 -0.92 -4.56
H19 2.80 -3.23 -1.93
O11 1.71 1.00 -3.93
H20 1.82 -2.26 0.14
H21 1.11 -1.28 3.45
H22 1.01 1.01 2.15
H23 -0.41 -0.11 0.09

natural (NBO) population analysis, charges in e, atoms 1 to 8: atom 1 (O): -0.84, atom 2 (H): 0.50, atom 3 (H): 0.52, atom 4 (O): -0.93, atom 5 (H): 0.53, atom 6 (H): 0.48, atom 7 (O): -0.96, atom 8 (H): 0.51

***

2.
Density functional theory data (ωB97M-V/def2-TZVPD) for 11 unconnected molecules or ions with the total composition H23O11 at a distorted geometry.

Its HOMO-LUMO gap is 10.41 eV. Its charge is +1. Its energy above the lowest of the compared OMol25 structures with the same formula, charge and spin is 199.8 kJ/mol.

Cartesian coordinates (Å):
O1 4.03 2.92 -1.92
H1 3.91 3.55 -1.17
H2 3.20 2.92 -2.45
H3 4.28 1.99 -1.75
O2 3.67 0.88 -4.00
H4 2.97 1.50 -4.18
H5 4.23 0.88 -4.78
O3 5.24 2.20 0.81
H6 4.99 1.98 1.70
H7 5.34 1.34 0.42
O4 1.29 4.61 -0.92
H8 0.92 5.16 -0.27
H9 1.66 3.89 -0.44
O5 3.95 4.66 0.16
H10 4.10 3.93 0.76
H11 4.44 5.44 0.45
O6 5.56 5.84 -2.57
H12 4.68 6.14 -2.31
H13 5.97 5.57 -1.73
O7 2.19 1.85 -0.01
H14 1.24 1.82 -0.14
H15 2.41 1.55 0.84
O8 7.19 2.35 -2.42
H16 6.78 2.91 -3.11
H17 7.20 2.87 -1.64
O9 2.98 6.67 -1.94
H18 3.14 7.46 -1.42
H19 2.43 6.06 -1.43
O10 1.61 2.86 -3.20
H20 0.83 2.40 -2.94
H21 1.31 3.76 -3.47
O11 4.80 0.29 -1.32
H22 4.00 -0.21 -1.24
H23 5.30 -0.18 -2.03

natural (NBO) population analysis, charges in e, atoms 1 to 8: atom 1 (O): -0.82, atom 2 (H): 0.56, atom 3 (H): 0.55, atom 4 (H): 0.57, atom 5 (O): -0.97, atom 6 (H): 0.48, atom 7 (H): 0.49, atom 8 (O): -0.98

***

3.
Density functional theory data (ωB97M-V/def2-TZVPD) for a molecular structure, H24Mg3O28S4 at a distorted geometry.

Its HOMO-LUMO gap is 3.83 eV. Its charge is -2.

Cartesian coordinates (Å):
Mg1 -0.84 2.20 1.37
Mg2 -2.48 -1.38 -1.43
Mg3 1.07 -2.75 1.24
S1 -4.47 1.17 -1.67
O1 -3.32 0.24 -1.47
O2 -5.19 0.69 -2.87
O3 -5.38 1.25 -0.53
O4 -3.87 2.50 -1.87
S2 0.48 -0.11 -0.46
O5 -0.81 -0.52 -1.02
O6 1.29 0.43 -1.56
O7 0.23 0.95 0.53
O8 1.08 -1.24 0.21
S3 -2.04 -2.99 0.57
O9 -1.71 -3.18 -0.85
O10 -2.89 -4.04 1.08
O11 -0.79 -2.92 1.37
O12 -2.75 -1.72 0.55
S4 -0.49 1.44 4.61
O13 0.49 0.45 5.06
O14 -0.42 1.66 3.14
O15 -1.85 1.14 4.96
O16 0.00 2.60 5.37
O17 1.27 -1.69 2.95
H1 0.84 -1.77 3.81
H2 1.81 -0.89 3.02
O18 1.03 -1.11 -3.66
H3 1.81 -0.94 -4.19
H4 1.12 -0.52 -2.89
O19 2.63 0.84 1.84
H5 1.77 0.82 1.37
H6 3.27 0.57 1.18
O20 -1.74 -1.61 -3.17
H7 -2.02 -1.79 -4.07
H8 -0.79 -1.46 -3.24
O21 0.29 2.53 -3.01
H9 0.58 1.72 -2.56
H10 0.92 2.65 -3.73
O22 -1.53 3.04 -0.36
H11 -0.94 3.14 -1.12
H12 -2.40 2.79 -0.74
O23 3.10 -3.09 1.05
H13 3.52 -2.23 0.85
H14 3.71 -3.74 0.69
O24 0.92 -3.79 -0.54
H15 1.47 -3.75 -1.32
H16 0.00 -3.80 -0.87
O25 3.87 -0.74 -0.18
H17 3.01 -0.54 -0.59
H18 4.40 -1.09 -0.90
O26 -2.40 0.90 1.38
H19 -2.89 1.19 2.17
H20 -2.81 0.06 1.14
O27 0.75 3.41 1.43
H21 1.71 3.34 1.46
H22 0.57 4.32 1.21
O28 2.85 2.58 -1.30
H23 2.34 1.75 -1.29
H24 2.66 2.98 -2.15

natural (NBO) population analysis, charges in e, atoms 1 to 8: atom 1 (Mg): 1.81, atom 2 (Mg): 1.81, atom 3 (Mg): 1.82, atom 4 (S): 2.61, atom 5 (O): -1.24, atom 6 (O): -1.09, atom 7 (O): -1.06, atom 8 (O): -1.11

***

4.
Density functional theory data (ωB97M-V/def2-TZVPD) for 13 unconnected molecules or ions with the total composition H24N2O20S3 at a distorted geometry.

Its HOMO-LUMO gap is 4.21 eV. Its charge is -4.

Cartesian coordinates (Å):
N1 2.19 -2.09 -2.19
H1 1.61 -1.31 -2.46
H2 1.55 -2.46 -1.50
H3 3.05 -1.68 -1.86
H4 2.29 -2.73 -2.96
N2 0.34 0.33 0.09
H5 1.25 0.34 0.52
H6 -0.04 -0.60 0.16
H7 0.44 0.65 -0.86
H8 -0.07 1.06 0.66
S1 1.04 1.30 -2.98
O1 0.80 -0.05 -2.59
O2 0.12 1.65 -4.04
O3 0.72 2.17 -1.83
O4 2.40 1.33 -3.38
S2 3.96 1.27 1.56
O5 3.65 2.16 2.64
O6 4.75 0.13 2.02
O7 2.72 0.78 1.05
O8 4.67 2.02 0.50
S3 0.39 -3.06 0.87
O9 -0.52 -1.97 1.07
O10 1.67 -2.73 1.62
O11 -0.11 -4.37 1.25
O12 0.65 -3.13 -0.59
O13 -3.57 2.51 0.77
H9 -3.71 1.69 0.28
H10 -2.62 2.62 0.79
O14 -3.49 0.09 -0.42
H11 -4.20 0.08 -1.05
H12 -2.70 -0.09 -0.93
O15 -1.55 -0.20 2.73
H13 -2.42 -0.57 2.85
H14 -1.14 -0.77 2.08
O16 -0.83 2.64 1.40
H15 -1.18 2.45 2.27
H16 -0.26 3.40 1.52
O17 -1.88 2.48 -2.11
H17 -2.11 3.26 -1.60
H18 -1.03 2.22 -1.77
O18 1.83 -0.60 3.04
H19 1.57 -1.30 2.45
H20 2.22 0.06 2.47
O19 -1.54 -1.03 -1.76
H21 -0.69 -0.68 -2.02
H22 -1.33 -1.85 -1.31
O20 -3.14 -1.94 1.51
H23 -2.30 -2.20 1.13
H24 -3.46 -1.25 0.93

natural (NBO) population analysis, charges in e, atoms 1 to 8: atom 1 (N): -0.92, atom 2 (H): 0.47, atom 3 (H): 0.46, atom 4 (H): 0.43, atom 5 (H): 0.37, atom 6 (N): -0.96, atom 7 (H): 0.48, atom 8 (H): 0.43

***

5.
Density functional theory data (ωB97M-V/def2-TZVPD) for 13 unconnected molecules or ions with the total composition H24NO15 at a distorted geometry.

Its HOMO-LUMO gap is 9.42 eV. Its charge is -1. Its energy above the lowest of the compared OMol25 structures with the same formula, charge and spin is 89.0 kJ/mol.

Cartesian coordinates (Å):
N1 -0.44 -0.82 0.32
O1 -0.79 0.16 -0.32
O2 -0.35 -0.75 1.52
O3 0.04 -1.78 -0.34
O4 2.08 0.14 3.21
H1 1.93 -0.35 2.40
H2 2.98 0.04 3.49
O5 -2.98 -1.54 -1.74
H3 -3.01 -0.86 -2.42
H4 -2.14 -1.23 -1.33
O6 -0.53 1.23 3.52
H5 -1.28 0.93 3.01
H6 0.01 0.46 3.36
O7 3.38 -2.05 -1.09
H7 2.75 -2.60 -1.57
H8 2.91 -1.37 -0.57
O8 2.47 0.16 0.20
H9 2.96 0.57 0.88
H10 1.67 0.79 0.31
O9 0.08 -1.75 -3.04
H11 0.19 -1.56 -2.10
H12 0.98 -2.06 -3.25
O10 0.96 2.08 0.98
H13 0.90 1.42 1.68
H14 1.42 2.77 1.43
O11 0.38 1.52 -2.75
H15 -0.30 0.97 -2.39
H16 1.08 0.87 -2.76
O12 -3.58 1.63 -0.20
H17 -2.72 1.67 -0.59
H18 -3.86 2.50 -0.39
O13 1.49 -3.91 -1.61
H19 0.92 -3.47 -0.93
H20 0.97 -4.14 -2.39
O14 -1.06 3.15 -0.47
H21 -0.59 3.99 -0.46
H22 -0.32 2.57 -0.26
O15 -3.07 0.41 2.49
H23 -2.91 0.67 1.59
H24 -2.64 -0.45 2.59

natural (NBO) population analysis, charges in e, atoms 1 to 8: atom 1 (N): 0.74, atom 2 (O): -0.56, atom 3 (O): -0.53, atom 4 (O): -0.59, atom 5 (O): -0.98, atom 6 (H): 0.50, atom 7 (H): 0.48, atom 8 (O): -0.94

***

6.
Density functional theory data (ωB97M-V/def2-TZVPD) for a molecular structure, H24NeO12 at a distorted geometry.

Its HOMO-LUMO gap is 8.44 eV. Its energy above the lowest of the compared OMol25 structures with the same formula, charge and spin is 114.9 kJ/mol.

Cartesian coordinates (Å):
Ne1 0.36 0.36 -0.05
O1 0.43 3.61 1.53
H1 0.81 3.75 0.67
H2 -0.35 3.08 1.36
O2 0.14 -2.31 -1.71
H3 0.83 -2.28 -1.05
H4 -0.32 -3.14 -1.54
O3 2.33 -2.09 0.03
H5 2.92 -2.85 0.05
H6 2.01 -2.01 0.92
O4 3.64 -0.16 -1.56
H7 4.56 -0.39 -1.38
H8 3.15 -0.62 -0.88
O5 -2.42 -1.06 -1.67
H9 -1.55 -1.43 -1.83
H10 -2.46 -0.92 -0.72
O6 -2.86 1.65 -1.87
H11 -2.70 0.71 -1.93
H12 -2.79 1.84 -0.94
O7 1.23 -2.34 2.56
H13 1.93 -2.25 3.21
H14 1.23 -3.27 2.33
O8 2.92 2.72 -1.67
H15 3.65 3.15 -1.22
H16 3.06 1.79 -1.52
O9 -2.68 -0.52 0.92
H17 -3.57 -0.55 1.26
H18 -2.13 -0.83 1.65
O10 -1.32 -1.36 3.29
H19 -0.42 -1.46 2.98
H20 -1.71 -2.22 3.15
O11 -0.36 1.72 -2.81
H21 -1.22 1.64 -2.39
H22 0.27 1.48 -2.13
O12 -1.88 2.15 0.78
H23 -2.46 2.91 0.83
H24 -2.27 1.51 1.38

natural (NBO) population analysis, charges in e, atoms 1 to 8: atom 1 (Ne): 0.00, atom 2 (O): -0.97, atom 3 (H): 0.47, atom 4 (H): 0.48, atom 5 (O): -0.96, atom 6 (H): 0.49, atom 7 (H): 0.46, atom 8 (O): -0.97

***

7.
Density functional theory data (ωB97M-V/def2-TZVPD) for 12 unconnected molecules or ions with the total composition H24O12 at a distorted geometry.

Its HOMO-LUMO gap is 9.69 eV. Its energy above the lowest of the compared OMol25 structures with the same formula, charge and spin is 502.7 kJ/mol.

Cartesian coordinates (Å):
H1 -0.97 -0.42 -0.02
H2 -0.91 0.93 0.69
H3 1.53 3.68 -0.65
H4 1.90 2.63 -1.68
H5 3.69 0.70 0.50
H6 4.47 1.87 -0.06
H7 4.15 -1.30 -1.58
H8 3.75 -1.70 -0.17
H9 -3.39 -0.79 1.99
H10 -2.93 -2.03 1.24
H11 -1.77 4.92 0.64
H12 -0.96 4.77 1.91
H13 -0.33 -0.01 -1.68
H14 0.64 0.54 -2.71
H15 -5.09 -2.68 0.26
H16 -4.09 -2.88 -0.86
H17 -0.16 -5.60 -1.01
H18 0.18 -4.18 -1.45
H19 -0.99 3.92 -3.15
H20 -0.68 2.43 -3.15
H21 -0.79 -4.44 1.09
H22 -0.35 -5.09 2.39
H23 1.18 2.53 3.34
H24 1.02 1.05 3.63
O1 -0.35 0.26 0.29
O2 1.42 3.46 -1.58
O3 4.26 1.43 0.77
O4 3.38 -1.50 -1.03
O5 -3.24 -1.13 1.10
O6 -1.22 5.42 1.25
O7 -0.14 0.78 -2.19
O8 -4.15 -2.64 0.07
O9 0.30 -4.81 -0.72
O10 -0.93 3.16 -2.56
O11 -0.13 -5.04 1.45
O12 1.68 1.76 3.62

natural (NBO) population analysis, charges in e, atoms 1 to 8: atom 1 (H): 0.47, atom 2 (H): 0.48, atom 3 (H): 0.47, atom 4 (H): 0.46, atom 5 (H): 0.47, atom 6 (H): 0.46, atom 7 (H): 0.47, atom 8 (H): 0.47

***

8.
Density functional theory data (ωB97M-V/def2-TZVPD) for 11 unconnected molecules or ions with the total composition H24O12 at a distorted geometry.

Its HOMO-LUMO gap is 6.31 eV. Its energy above the lowest of the compared OMol25 structures with the same formula, charge and spin is 991.1 kJ/mol.

Cartesian coordinates (Å):
H1 0.18 -0.86 -0.43
H2 0.85 -0.35 -1.70
H3 -4.32 -1.39 -0.56
H4 -4.07 -1.96 0.82
H5 -1.36 -2.93 -1.08
H6 -0.35 -2.45 -2.11
H7 -2.13 -3.53 2.10
H8 -1.45 -2.17 2.07
H9 -2.24 -1.27 -1.90
H10 -0.98 -0.98 -2.70
H11 0.99 -1.75 2.84
H12 2.48 -1.48 2.99
H13 -3.01 2.89 -0.96
H14 -2.30 3.99 -0.19
H15 0.22 4.09 -1.64
H16 -0.28 4.18 -0.21
H17 -0.39 2.14 1.68
H18 0.76 3.05 2.07
H19 2.16 1.46 -2.24
H20 3.48 1.14 -1.56
H21 0.98 0.71 1.65
H22 1.39 -0.28 0.57
H23 4.47 -1.35 -0.11
H24 5.63 -2.30 0.10
O1 0.12 -0.16 -1.09
O2 -4.03 -1.14 0.32
O3 -0.84 -2.16 -1.34
O4 -2.25 -2.63 1.78
O5 -1.70 -1.62 -2.63
O6 1.62 -1.10 3.18
O7 -2.95 3.30 -0.09
O8 0.46 3.87 -0.74
O9 -0.13 2.80 2.33
O10 2.62 1.52 -1.39
O11 1.29 0.66 0.74
O12 5.07 -1.92 -0.59

natural (NBO) population analysis, charges in e, atoms 1 to 8: atom 1 (H): 0.47, atom 2 (H): 0.45, atom 3 (H): 0.46, atom 4 (H): 0.48, atom 5 (H): 0.47, atom 6 (H): 0.48, atom 7 (H): 0.47, atom 8 (H): 0.47

***

no.,HOMO energy (eV)
1,-13.34
2,-13.66
3,-1.43
4,4.24
5,-6.97
6,-9.43
7,-9.81
8,-6.61